The following is a DFT calculation (the ωB97M-V functional and the def2-TZVPD basis) of C37H33N12O2PbS as an isolated structure.

The geometry in XYZ format:
```
86
Properties=species:S:1:pos:R:3
Pb 0.23 0.02 0.55
C -1.80 1.29 -2.90
N -0.70 0.36 -2.58
C -1.03 -0.97 -3.09
C -2.02 -1.77 -2.25
C -1.96 -3.16 -2.26
C -2.87 -3.87 -1.49
C -3.81 -3.19 -0.74
C -3.80 -1.80 -0.81
N -2.93 -1.11 -1.54
C 0.55 0.89 -3.13
C 1.87 0.62 -2.39
C 2.91 -0.01 -3.05
C 4.16 -0.06 -2.45
C 4.35 0.60 -1.24
C 3.25 1.18 -0.63
N 2.03 1.14 -1.16
C -1.80 2.62 -2.18
C -2.69 3.60 -2.60
C -2.69 4.83 -1.97
C -1.78 5.06 -0.94
C -0.95 4.02 -0.57
N -0.96 2.82 -1.17
H -1.81 1.51 -3.98
H -2.73 0.78 -2.66
H -1.44 -0.90 -4.11
H -0.11 -1.55 -3.14
H -1.21 -3.67 -2.85
H -2.84 -4.96 -1.47
H -4.54 -3.71 -0.14
H -4.54 -1.21 -0.27
H 0.68 0.57 -4.17
H 0.44 1.97 -3.11
H 2.75 -0.47 -4.02
H 4.98 -0.58 -2.93
H 5.32 0.62 -0.76
H 3.35 1.69 0.31
H -3.38 3.40 -3.40
H -3.37 5.61 -2.28
H -1.73 6.01 -0.43
H -0.22 4.14 0.22
O -2.60 -4.99 5.99
N -2.87 -3.83 6.24
O -3.32 -3.43 7.29
C -2.67 -2.84 5.18
C -3.58 -1.86 5.09
C -3.49 -0.87 4.08
C -4.43 0.16 3.97
C -4.30 1.08 2.96
C -3.21 0.97 2.10
N -2.29 0.03 2.20
C -2.41 -0.89 3.17
C -1.40 -1.94 3.27
N -0.36 -1.97 2.41
C 0.54 -2.92 2.53
C 0.48 -3.92 3.50
C -0.56 -3.93 4.37
C -1.55 -2.93 4.28
H -4.41 -1.83 5.79
H -5.25 0.22 4.68
H -5.02 1.88 2.84
H -3.07 1.68 1.29
H 1.38 -2.88 1.84
H 1.28 -4.65 3.57
H -0.63 -4.70 5.12
S 2.64 -0.59 1.78
C 2.37 0.86 2.69
C 3.32 1.37 3.58
C 3.03 2.53 4.27
C 1.79 3.15 4.07
C 0.91 2.58 3.18
N 1.19 1.47 2.48
H 4.26 0.85 3.70
H 3.74 2.95 4.97
H 1.53 4.05 4.61
H -0.07 3.01 3.01
N 2.92 -6.20 -1.27
C 2.17 -5.24 -0.72
N 1.30 -5.59 0.26
N 2.30 -4.02 -1.17
C 1.64 -2.98 -0.78
N 1.09 -1.99 -0.54
H 2.95 -7.14 -0.90
H 3.63 -5.93 -1.93
H 1.19 -6.54 0.56
H 0.70 -4.89 0.65
```

Values from the calculation:
- Total charge: +1
- HOMO: -9.6 eV
- Relative energy (zero: lowest compared OMol25 entry of this formula, charge and spin): 1.099 eV
- DFT total energy: -76958.5849 eV
- Orbital gap: 6.6 eV